w) Computed, not measured: an isolated molecule of C2H2N4O, with wB97M-V/def2-TZVPD.

Each line ends with the natural charge from an NBO analysis.
CARTESIAN COORDINATES (ANGSTROEM)
C (-0.66, -0.05, 0.01)  0.27
C (0.20, 1.10, -0.12)  -0.03
H (-2.32, -0.97, 0.34)  0.37
H (-0.18, 2.06, -0.26)  0.23
N (-1.89, -0.10, 0.05)  -0.57
N (1.50, 0.93, 0.04)  -0.06
N (1.23, -1.38, -0.11)  0.18
N (0.01, -1.28, -0.08)  -0.21
O (2.10, -0.31, 0.12)  -0.18

Properties
HOMO energy: -0.3712 hartree
net charge: 0
LUMO energy: -0.5 eV
gap between HOMO and LUMO: 9.6 eV
SMILES string: [H]/N=c1/cnonn1

x) Computed, not measured: an isolated molecule of C2H2N4O, with wB97M-V/def2-TZVPD.

Each line ends with the natural charge from an NBO analysis.
CARTESIAN COORDINATES (ANGSTROEM)
C (1.35, -0.12, -0.05)  0.59
C (0.41, 1.02, 0.11)  -0.09
H (0.79, 1.99, 0.24)  0.21
H (-2.49, -0.31, -0.34)  0.42
N (-0.87, 0.94, 0.09)  -0.16
N (-1.39, -0.29, -0.18)  -0.25
N (-0.78, -1.48, 0.02)  0.03
N (0.46, -1.42, 0.25)  -0.27
O (2.51, -0.34, -0.13)  -0.47

Properties
HOMO energy: -0.3417 hartree
net charge: 0
LUMO energy: -0.3 eV
gap between HOMO and LUMO: 9.0 eV
SMILES string: O=c1cn[nH]nn1

The structure with the most favorable energy is x); the runner-up is 131.1 kJ/mol above it.

w) Computed, not measured: an isolated molecule of C2H2N4O, with wB97M-V/def2-TZVPD.

Each line ends with the natural charge from an NBO analysis.
CARTESIAN COORDINATES (ANGSTROEM)
C (0.55, 0.29, -0.76)  0.60
C (-0.49, -1.26, 0.67)  0.22
H (1.88, 1.75, -1.20)  0.39
H (-0.59, -2.20, 1.06)  0.20
N (1.66, 0.65, -1.27)  -0.64
N (0.23, -1.07, -0.49)  -0.36
N (-1.34, -0.28, 1.29)  -0.19
N (-1.39, 0.83, 0.98)  0.26
O (-0.50, 1.28, -0.28)  -0.49

Properties
HOMO energy: -0.3776 hartree
net charge: 0
LUMO energy: -1.7 eV
gap between HOMO and LUMO: 8.6 eV
SMILES string: [H]/N=c1/ncnno1

x) Computed, not measured: a 2-piece molecular cluster, C2H2N4O overall, with wB97M-V/def2-TZVPD.

Each line ends with the natural charge from an NBO analysis.
CARTESIAN COORDINATES (ANGSTROEM)
C (-1.08, -0.25, -1.69)  0.29
C (0.66, 0.63, 1.00)  0.43
N (-0.26, -0.26, -2.55)  -0.23
N (-0.20, 1.31, 0.61)  -0.41
N (-2.00, 0.24, -0.88)  0.12
N (1.60, -0.27, 1.34)  -0.82
O (-2.45, -0.39, 0.04)  -0.19
H (2.40, 0.14, 0.90)  0.41
H (1.33, -1.15, 1.23)  0.40

Properties
HOMO energy: -0.3776 hartree
net charge: 0
LUMO energy: -1.9 eV
gap between HOMO and LUMO: 8.4 eV
SMILES string: N#CN=O.N#CN

The structure with the most favorable energy is w); the runner-up is 45.4 kJ/mol above it.

w) Computed, not measured: a 2-piece molecular cluster, C5H10S3 overall, with wB97M-V/def2-TZVPD.

Each line ends with the natural charge from an NBO analysis.
CARTESIAN COORDINATES (ANGSTROEM)
C (2.41, 0.16, -1.45)  -0.58
C (-2.53, -0.64, 0.95)  -0.58
C (-0.21, 1.34, 1.15)  -0.42
C (-1.12, -0.85, 0.32)  -0.48
C (-0.10, 0.08, 0.81)  -0.09
S (1.57, 1.50, -1.96)  0.18
S (3.05, -0.94, -2.47)  0.25
S (1.44, -0.65, 1.51)  -0.08
H (-2.50, -0.99, 1.95)  0.21
H (-2.70, 0.38, 0.80)  0.20
H (-3.37, -1.29, 0.47)  0.21
H (0.62, 1.95, 1.58)  0.21
H (-1.10, 1.88, 0.98)  0.19
H (1.68, 2.17, -0.85)  0.13
H (-1.37, -0.82, -0.78)  0.22
H (-0.72, -1.86, 0.54)  0.23
H (3.03, -0.41, -3.80)  0.05
H (1.94, -1.01, 0.25)  0.16

Properties
HOMO energy: -0.3019 hartree
net charge: 0
LUMO energy: -0.2 eV
gap between HOMO and LUMO: 8.0 eV

x) Computed, not measured: C5H10S3 as an isolated structure, with wB97M-V/def2-TZVPD.

Each line ends with the natural charge from an NBO analysis.
CARTESIAN COORDINATES (ANGSTROEM)
C (0.21, 1.36, -0.83)  -0.55
C (-0.04, 0.00, -0.38)  -0.29
C (-1.19, -0.36, 0.50)  -0.35
C (-0.54, -1.68, 1.01)  -0.39
C (0.72, -0.97, 0.43)  -0.33
H (1.85, 1.75, 0.91)  0.13
H (-0.97, 1.61, -1.17)  0.26
H (0.96, 1.46, -1.58)  0.24
H (-0.12, -0.75, -1.15)  0.20
H (-1.19, 0.15, 1.48)  0.24
H (-3.42, 0.32, 0.61)  0.15
H (-0.56, -1.95, 2.21)  0.24
H (-0.77, -2.47, 0.28)  0.21
H (0.99, -0.25, 1.15)  0.21
H (3.71, -0.71, 0.69)  0.13
S (0.71, 2.58, 0.35)  -0.03
S (-2.71, -0.41, -0.41)  -0.02
S (2.29, -1.50, -0.43)  -0.05

Properties
HOMO energy: -0.3358 hartree
net charge: 0
LUMO energy: -1.0 eV
gap between HOMO and LUMO: 8.1 eV

y) Computed, not measured: an isolated molecule of C5H10S3, with wB97M-V/def2-TZVPD.

Each line ends with the natural charge from an NBO analysis.
CARTESIAN COORDINATES (ANGSTROEM)
C (-1.98, 0.17, 1.34)  -0.51
C (-1.55, 0.01, -0.22)  -0.29
C (-1.32, 1.24, -1.04)  -0.64
C (1.91, -0.08, -0.31)  -0.53
C (0.99, -1.07, 0.37)  -0.54
S (-3.26, -0.38, 0.21)  0.18
S (3.64, -0.26, 0.25)  -0.04
S (-0.53, -1.42, -0.60)  0.24
H (-1.61, -0.58, 2.02)  0.23
H (-2.06, 1.17, 1.72)  0.22
H (-1.42, 1.00, -2.10)  0.23
H (-0.32, 1.64, -0.87)  0.21
H (-2.06, 2.00, -0.79)  0.22
H (1.65, 0.95, -0.05)  0.22
H (1.89, -0.19, -1.39)  0.23
H (1.47, -2.05, 0.44)  0.23
H (0.71, -0.74, 1.37)  0.22
H (3.86, -1.42, -0.36)  0.11

Properties
HOMO energy: -0.3209 hartree
net charge: 0
LUMO energy: 0.7 eV
gap between HOMO and LUMO: 9.5 eV
SMILES string: C[C@@]1(SCCS)CS1

The structure with the most favorable energy is y); the runner-up is 303.1 kJ/mol above it.